1.
C9H18F8N5O17PbS8 | wB97M-V/def2-TZVPD

Summary:
LUMO (spin up / spin down): -8.13 / -7.95 eV
2S+1: 2
frontier orbital gap (spin up / spin down): 2.26 / 2.90 eV

Positions of all 66 atoms, in Å:
Pb -1.292 -0.158 -1.996
C -0.510 -1.148 3.306
C 0.557 -0.226 2.720
C 0.522 1.160 3.459
C 1.640 2.052 3.015
C 3.022 1.454 3.304
C 3.290 0.001 2.718
N 1.988 -0.813 2.885
O 2.129 -2.203 2.696
C 4.505 -0.594 3.511
C 3.617 0.074 1.257
C 0.285 0.047 1.140
H -0.177 -1.476 4.290
H -0.629 -2.006 2.645
H -1.511 -0.718 3.359
H 0.535 1.083 4.546
H -0.392 1.683 3.177
H 1.606 2.994 3.563
H 1.587 2.285 1.952
H 3.147 1.444 4.386
H 3.790 2.115 2.902
H 4.820 -1.569 3.141
H 4.286 -0.710 4.573
H 5.462 -0.073 3.548
H 4.611 0.488 1.090
H 2.970 0.647 0.592
H 3.547 -0.953 0.896
H 0.476 1.024 0.696
H -0.695 -0.317 0.831
H 0.815 -0.677 0.520
N -1.745 -0.252 -4.329
S -3.048 -0.871 -4.871
O -2.898 -2.269 -5.275
O -4.138 0.014 -5.341
F -3.544 -1.174 -3.391
S -1.379 0.208 -5.906
O -2.088 1.305 -6.475
O -0.892 -0.853 -6.817
F 0.025 0.826 -5.521
N 0.437 1.394 -1.910
S 0.934 2.716 -1.460
O 1.096 3.750 -2.478
O 1.849 2.742 -0.333
F -0.482 3.077 -0.853
S 1.959 0.894 -2.618
O 3.082 0.634 -1.735
O 2.132 1.557 -3.881
F 1.336 -0.504 -3.080
N -1.160 -2.415 -1.129
S -0.088 -3.465 -0.835
O -0.106 -4.654 -1.679
O 0.233 -3.679 0.561
F 1.150 -2.547 -1.434
S -2.407 -3.123 -0.146
O -2.357 -2.845 1.262
O -2.877 -4.430 -0.629
F -3.599 -2.130 -0.708
N -3.076 0.776 -0.587
S -3.899 0.758 0.697
O -5.263 0.202 0.621
O -3.616 1.809 1.677
F -3.164 -0.548 1.330
S -4.062 1.816 -1.501
O -4.352 3.104 -0.917
O -5.078 1.205 -2.352
F -2.921 2.062 -2.676


2.
C9H18N2O2Si | wB97M-V/def2-TZVPD

Summary:
LUMO: 0.60 eV
ΔE to the lowest compared entry with this formula, charge and spin: 121.70 kJ/mol
SMILES: C=C[Si](C)(N(C)C(C)=O)N(C)C(C)=O
frontier orbital gap: 9.99 eV

Positions of all 32 atoms, in Å:
C -1.494 2.342 -1.475
C -1.757 1.054 -1.126
Si -0.779 0.233 0.226
C -2.219 -0.379 1.285
N 0.096 -1.225 -0.124
C 0.704 -1.999 1.060
C 0.047 -1.731 -1.441
C 0.757 -3.016 -1.660
O -0.581 -1.268 -2.374
N 0.383 1.360 0.985
C -0.068 2.085 2.048
C 1.528 1.808 0.275
C 2.129 0.871 -0.792
O 1.994 2.896 0.486
H -0.968 3.036 -0.767
H -1.949 2.767 -2.327
H -2.182 0.465 -1.864
H -2.101 -0.865 2.250
H -2.798 -1.061 0.722
H -2.673 0.550 1.487
H 0.343 -3.021 0.974
H 1.836 -1.938 0.982
H 0.555 -1.684 2.109
H 0.105 -3.751 -2.126
H 1.174 -3.498 -0.790
H 1.570 -2.925 -2.378
H -0.180 1.472 2.999
H 0.770 2.857 2.380
H -0.953 2.673 1.845
H 2.823 1.365 -1.489
H 1.218 0.407 -1.217
H 2.671 0.121 -0.161


3.
C9H18N2O2Si | wB97M-V/def2-TZVPD

Summary:
LUMO: 0.98 eV
ΔE to the lowest compared entry with this formula, charge and spin: 435.81 kJ/mol
SMILES: CCOC(OCC)[SiH2]c1[nH]ccc1N
frontier orbital gap: 8.50 eV

Positions of all 32 atoms, in Å:
C 1.897 -3.410 -1.307
C 1.476 -2.727 0.050
O 1.147 -1.383 -0.248
C 1.137 -0.394 0.698
O -0.068 -0.554 1.484
C -0.148 0.260 2.645
C -1.240 -0.233 3.551
Si 1.317 1.259 -0.444
C -0.310 1.275 -1.297
N -1.265 0.309 -1.186
C -2.449 0.752 -1.535
C -2.386 2.096 -1.965
C -1.044 2.429 -1.832
N -0.506 3.781 -2.051
H 1.073 -3.182 -2.095
H 2.815 -2.942 -1.563
H 1.951 -4.553 -1.106
H 2.384 -2.894 0.608
H 0.755 -3.437 0.422
H 1.914 -0.654 1.389
H 0.878 0.382 2.956
H -0.506 1.261 2.270
H -2.186 0.222 3.269
H -1.282 -1.343 3.566
H -1.062 -0.061 4.594
H 2.496 0.900 -1.424
H 1.372 2.352 0.547
H -0.950 -0.609 -1.120
H -3.369 0.093 -1.515
H -3.004 2.792 -2.462
H -1.165 4.481 -2.244
H 0.329 3.732 -2.656


4.
C9H18N2O3 | wB97M-V/def2-TZVPD

Summary:
LUMO: 0.60 eV
ΔE to the lowest compared entry with this formula, charge and spin: 113.42 kJ/mol
SMILES: CC[C@H](C)[C@H](NC(=O)[C@H](C)N)C(=O)O
frontier orbital gap: 9.76 eV

Positions of all 32 atoms, in Å:
C -1.092 2.031 -0.906
C -1.933 0.808 -0.897
C -2.011 0.021 0.410
C -1.989 0.978 1.625
C -0.901 -0.996 0.498
N 0.425 -0.596 0.116
C 1.533 -0.832 0.888
O 1.493 -1.585 1.831
C 2.876 -0.352 0.199
C 2.793 1.119 -0.276
N 3.321 -1.179 -0.921
C -1.232 -2.108 -0.515
O -0.784 -2.144 -1.605
O -2.179 -2.963 -0.106
H -1.580 2.771 -0.286
H -0.969 2.458 -1.897
H -0.084 1.851 -0.578
H -1.639 0.130 -1.684
H -2.921 1.148 -1.258
H -2.997 -0.414 0.379
H -1.108 1.580 1.603
H -2.848 1.621 1.499
H -2.056 0.423 2.541
H -0.892 -1.434 1.486
H 0.567 -0.058 -0.751
H 3.571 -0.456 1.027
H 3.164 1.267 -1.304
H 3.443 1.689 0.373
H 1.776 1.502 -0.253
H 3.751 -2.044 -0.521
H 2.584 -1.360 -1.570
H -2.082 -2.877 0.855


5.
C9H18N3 | wB97M-V/def2-TZVPD

Summary:
LUMO (spin up / spin down): -3.72 / -7.61 eV
2S+1: 3
ΔE to the lowest compared entry with this formula, charge and spin: 349.17 kJ/mol
frontier orbital gap (spin up / spin down): 8.16 / 5.61 eV
charge: +1

Positions of all 30 atoms, in Å:
C -1.649 -0.285 -0.958
C 5.263 0.566 -0.208
C -3.086 0.429 1.523
C -4.451 -1.496 0.240
C 3.786 0.660 0.263
C 3.041 -0.570 -0.085
C 1.561 -0.607 0.147
C 0.821 0.179 -0.953
C -3.908 -0.114 0.382
N -4.262 1.565 -1.250
N -4.265 0.819 -0.355
N -0.485 -0.182 -1.014
H 5.898 -0.284 0.127
H 5.176 0.335 -1.316
H 5.801 1.471 0.141
H -3.111 1.538 1.324
H -2.133 0.125 1.307
H -3.660 0.136 2.443
H -5.094 -1.644 -0.698
H -4.967 -1.837 1.116
H -3.735 -2.364 0.316
H 3.253 1.527 -0.213
H 3.806 0.938 1.266
H 3.476 -1.416 0.509
H 3.314 -0.880 -1.084
H 1.173 -0.302 1.159
H 1.228 -1.643 -0.108
H 1.331 -0.096 -2.003
H 0.970 1.162 -0.757
H -5.090 2.270 -1.262


6.
C9H18N4O3PtSTe4 | wB97M-V/def2-TZVPD

Summary:
LUMO (spin up / spin down): -1.16 / -2.60 eV
2S+1: 5
ΔE to the lowest compared entry with this formula, charge and spin: 66.82 kJ/mol
frontier orbital gap (spin up / spin down): 5.56 / 4.82 eV

Positions of all 40 atoms, in Å:
Pt 0.033 0.232 -0.981
Te -1.473 -0.507 -4.760
Te -3.198 -1.967 -3.333
Te -2.993 0.075 -1.044
Te -1.430 1.711 -2.585
C -0.031 -4.921 -1.715
C 0.961 -3.916 -1.207
N 2.188 -4.269 -0.902
N 2.804 -3.107 -0.584
C 2.030 -2.011 -0.769
S 2.447 -0.409 -0.817
N 0.816 -2.537 -1.132
N -0.315 -1.788 -1.418
H 0.500 -5.844 -1.910
H -0.517 -4.564 -2.641
H -0.795 -5.130 -0.947
H 3.773 -3.113 -0.273
H -0.735 -1.807 -2.392
H -1.080 -2.005 -0.768
C 1.361 1.662 1.928
C 0.175 0.680 2.031
C -1.059 1.547 2.137
C 0.375 -0.333 3.179
O -0.042 -0.240 1.021
H 1.401 2.220 2.882
H 1.211 2.424 1.131
H 2.312 1.167 1.767
H -1.008 2.169 3.042
H -1.983 0.944 2.211
H -1.168 2.197 1.259
H 0.591 0.205 4.104
H 1.200 -1.005 2.965
H -0.532 -0.971 3.308
C -0.880 5.314 -0.028
C -0.734 4.047 -0.923
O 0.374 3.698 -1.357
O -1.893 3.389 -1.063
H -0.114 6.009 -0.335
H -0.646 5.079 1.023
H -1.924 5.676 -0.104